Record 1
A cluster of 12 separate species, H24O12 in total. Source: the Open Molecules 2025 dataset; level of theory: ωB97M-V/def2-TZVPD.

Last columns: bonded neighbours and bond lengths (Å).
Atoms and positions in Å:
1 O 1.150 0.045 2.790  H2 0.971, H3 0.964
2 H 0.376 0.625 2.701  O1 0.971
3 H 1.829 0.613 3.172  O1 0.964
4 O -1.136 -1.280 1.509  H5 0.965, H6 0.964
5 H -0.390 -1.824 1.791  O4 0.965
6 H -1.621 -1.098 2.322  O4 0.964
7 O 2.472 -0.884 0.599  H8 0.984, H9 0.963
8 H 1.990 -0.672 1.431  O7 0.984
9 H 2.172 -1.765 0.351  O7 0.963
10 O -0.481 -2.557 -2.113  H11 0.964, H12 0.962
11 H -1.058 -2.542 -1.340  O10 0.964
12 H 0.069 -3.341 -2.022  O10 0.962
13 O 0.184 0.661 -0.487  H14 0.968, H15 0.969
14 H -0.432 0.165 0.070  O13 0.968
15 H 0.981 0.111 -0.523  O13 0.969
16 O 4.659 -0.783 -1.209  H17 0.972, H18 0.960
17 H 3.910 -0.646 -0.606  O16 0.972
18 H 4.927 -1.695 -1.068  O16 0.960
19 O 1.107 3.128 0.932  H20 0.966, H21 0.966
20 H 0.762 2.552 0.237  O19 0.966
21 H 0.494 2.939 1.655  O19 0.966
22 O 0.873 -0.266 -3.171  H23 0.960, H24 0.970
23 H 1.633 -0.725 -3.538  O22 0.960
24 H 0.335 -0.956 -2.752  O22 0.970
25 O -0.945 2.204 2.638  H26 0.963, H27 0.972
26 H -1.479 2.310 3.432  O25 0.963
27 H -1.532 1.794 1.980  O25 0.972
28 O -2.876 -2.172 -0.570  H29 0.973, H30 0.961
29 H -2.295 -1.986 0.187  O28 0.973
30 H -3.708 -1.747 -0.349  O28 0.961
31 O -2.466 2.356 0.020  H32 0.968, H33 0.963
32 H -2.417 1.711 -0.700  O31 0.968
33 H -3.405 2.417 0.225  O31 0.963
34 O -1.572 1.294 -2.571  H35 0.969, H36 0.963
35 H -0.968 1.294 -1.813  O34 0.969
36 H -1.141 0.719 -3.212  O34 0.963

Computed properties:
Largest force on an atom ... 0.8 eV Å⁻¹
E_HOMO ... -10.197 eV
DFT total energy ... -917.28657 a.u.
Gap between HOMO and LUMO ... 9.536 eV
ΔE to the lowest compared entry with this formula, charge and spin ... 1.055 eV
SMILES string ... O.O.O.O.O.O.O.O.O.O.O.O



Record 2
A cluster of 12 separate species, H24O12 in total at a distorted geometry. Source: the Open Molecules 2025 dataset; level of theory: ωB97M-V/def2-TZVPD.

Last columns: bonded neighbours and bond lengths (Å).
Atoms and positions in Å:
1 O 0.702 -1.960 0.267  H2 0.938, H3 0.936
2 H 0.708 -2.871 0.492  O1 0.938
3 H 1.402 -1.730 0.845  O1 0.936
4 O -2.246 -1.568 -1.451  H5 0.965, H6 0.930
5 H -1.699 -2.363 -1.429  O4 0.965
6 H -1.802 -0.986 -0.878  O4 0.930
7 O -1.918 1.023 -3.089  H8 0.908, H9 0.962
8 H -2.174 0.264 -2.661  O7 0.908
9 H -1.806 0.773 -4.011  O7 0.962
10 O -1.982 2.530 0.729  H11 0.966, H12 0.939
11 H -2.259 3.334 0.270  O10 0.966
12 H -1.608 1.982 0.064  O10 0.939
13 O 2.358 1.211 0.108  H14 0.940, H15 0.968
14 H 1.653 1.831 0.054  O13 0.940
15 H 2.976 1.638 0.718  O13 0.968
16 O -0.677 0.436 -0.519  H17 0.963, H18 0.971
17 H -0.006 -0.077 -0.981  O16 0.963
18 H -0.454 0.192 0.394  O16 0.971
19 O 2.445 -1.070 1.859  H20 0.944, H21 0.993
20 H 3.247 -1.443 1.530  O19 0.944
21 H 2.205 -0.227 1.393  O19 0.993
22 O 1.144 1.906 2.655  H23 0.970, H24 0.923
23 H 0.416 1.292 2.838  O22 0.970
24 H 1.065 2.634 3.217  O22 0.923
25 O 1.133 1.566 -2.636  H26 0.929, H27 0.965
26 H 0.403 2.083 -2.386  O25 0.929
27 H 1.830 2.162 -2.336  O25 0.965
28 O 1.164 -1.313 -2.293  H29 0.972, H30 0.984
29 H 1.109 -1.584 -1.361  O28 0.972
30 H 1.194 -0.330 -2.318  O28 0.984
31 O -0.653 -0.027 2.192  H32 0.983, H33 0.919
32 H -1.236 0.573 2.709  O31 0.983
33 H -0.904 -0.899 2.340  O31 0.919
34 O -2.101 -2.719 1.405  H35 0.945, H36 0.930
35 H -1.463 -2.614 0.716  O34 0.945
36 H -2.163 -3.636 1.549  O34 0.930

Computed properties:
Largest force on an atom ... 3.7 eV Å⁻¹
E_HOMO ... -10.378 eV
DFT total energy ... -917.25661 a.u.
Gap between HOMO and LUMO ... 10.465 eV
ΔE to the lowest compared entry with this formula, charge and spin ... 1.871 eV
SMILES string ... O.O.O.O.O.O.O.O.O.O.O.O



Record 3
A cluster of 12 separate species, H24O12 in total at a distorted geometry. Source: the Open Molecules 2025 dataset; level of theory: ωB97M-V/def2-TZVPD.

Last columns: bonded neighbours and bond lengths (Å).
Atoms and positions in Å:
1 O -2.562 -0.889 3.534  H2 0.956, H3 0.949
2 H -3.285 -0.333 3.245  O1 0.956
3 H -1.938 -1.232 2.907  O1 0.949
4 O 4.371 1.852 0.322  H5 0.965, H6 0.983
5 H 3.700 1.488 0.912  O4 0.965
6 H 4.467 1.025 -0.200  O4 0.983
7 O 0.902 2.865 1.434  H8 0.974, H9 0.969
8 H 1.134 1.995 1.808  O7 0.974
9 H 1.603 2.897 0.766  O7 0.969
10 O 0.933 2.405 -3.165  H11 0.962, H12 0.973
11 H 0.123 2.062 -2.778  O10 0.962
12 H 0.822 2.601 -4.111  O10 0.973
13 O 3.080 -1.568 2.906  H14 0.955, H15 0.975
14 H 2.689 -0.790 2.515  O13 0.955
15 H 2.481 -1.787 3.644  O13 0.975
16 O -1.915 -2.690 -0.082  H17 0.973, H18 0.960
17 H -2.319 -2.334 -0.892  O16 0.973
18 H -2.320 -3.527 0.156  O16 0.960
19 O 3.731 -1.518 -1.381  H20 0.967, H21 0.977
20 H 4.396 -1.619 -2.075  O19 0.967
21 H 2.985 -2.083 -1.660  O19 0.977
22 O -3.478 1.480 1.313  H23 0.968, H24 0.974
23 H -3.519 2.216 0.685  O22 0.968
24 H -3.785 1.899 2.137  O22 0.974
25 O 0.022 -0.189 -0.662  H26 0.967, H27 0.972
26 H 0.961 -0.046 -0.845  O25 0.967
27 H 0.152 -0.947 -0.068  O25 0.972
28 O 1.746 -2.319 0.126  H29 0.969, H30 0.974
29 H 1.758 -3.147 0.631  O28 0.969
30 H 2.374 -1.779 0.639  O28 0.974
31 O -4.508 -0.788 -0.955  H32 0.968, H33 0.975
32 H -3.898 -0.722 -1.704  O31 0.968
33 H -4.588 -1.746 -0.789  O31 0.975
34 O -2.238 2.617 -3.049  H35 0.972, H36 0.956
35 H -2.711 1.909 -2.580  O34 0.972
36 H -1.364 2.743 -2.685  O34 0.956

Computed properties:
Largest force on an atom ... 2.1 eV Å⁻¹
E_HOMO ... -11.144 eV
DFT total energy ... -917.20260 a.u.
Gap between HOMO and LUMO ... 10.867 eV
ΔE to the lowest compared entry with this formula, charge and spin ... 3.341 eV
SMILES string ... O.O.O.O.O.O.O.O.O.O.O.O



Which formula does entry 3 have? H24O12